one | # C2H15NO4

A cluster of 5 separate species, C2H15NO4 in total (ωB97M-V/def2-TZVPD, OMol25).

Computed properties:
HOMO-LUMO gap, eV: 9.42
SMILES: CNC.O.O.O.O

```
! RIJCOSX wB97M-V def2-TZVPD def2/J DEFGRID3
* xyz 0 1
C -1.193 -1.538 -0.837
N 0.352 -1.883 -0.713
C 1.249 -0.753 -0.932
H -1.370 -0.560 -0.356
H -1.413 -1.415 -1.884
H -1.711 -2.370 -0.318
H 0.645 -2.635 -1.336
H 1.605 -0.427 -1.981
H 2.232 -0.940 -0.476
H 0.699 0.137 -0.564
H -0.770 -1.077 2.041
H -0.236 -2.167 1.192
O -0.227 -1.850 2.095
H -0.562 0.986 2.747
H -0.059 1.265 1.417
O -0.793 0.772 1.865
H -0.898 2.493 -1.073
H -0.480 1.222 -1.135
O -0.268 2.045 -1.471
H 1.148 3.559 1.003
H 1.097 2.528 -0.120
O 0.955 2.607 0.836
*
```

natural (NBO) atomic charge list, values in e, 4 entries: -0.44 -0.65 -0.41 0.19

=====

two | # C2H15NO4

A cluster of 5 separate species, C2H15NO4 in total (ωB97M-V/def2-TZVPD, OMol25).

Computed properties:
HOMO-LUMO gap, eV: 9.32
SMILES: CCN.O.O.O.O

```
! RIJCOSX wB97M-V def2-TZVPD def2/J DEFGRID3
* xyz 0 1
C -0.929 3.156 -0.690
C 0.084 2.309 0.046
N -0.617 1.508 1.086
H -1.772 3.475 -0.072
H -0.519 4.103 -1.031
H -1.317 2.661 -1.534
H 0.536 1.646 -0.664
H 0.907 2.870 0.489
H -0.256 0.564 1.123
H -1.567 1.501 0.744
H 2.676 3.551 -2.943
H 3.856 2.783 -2.328
O 3.629 3.581 -2.816
H -0.232 -4.256 1.380
H 1.227 -4.753 1.441
O 0.680 -3.987 1.263
H 1.526 -1.051 0.166
H 0.625 -2.233 0.720
O 0.640 -1.417 0.197
H -3.408 -5.969 1.403
H -3.080 -4.666 0.751
O -2.688 -5.375 1.270
*
```

natural (NBO) atomic charge list, values in e, 4 entries: -0.63 -0.22 -0.84 0.21

=====

Calculated relative energies: one 0.0405; two 0.0000, given in hartree

=====

one | # C5H12NO

The ion C5H12NO with charge -2 (ωB97M-V/def2-TZVPD, OMol25).

Computed properties:
HOMO-LUMO gap (alpha / beta), eV: 2.91 / 6.67
<S²>: 0.7511

```
! RIJCOSX wB97M-V def2-TZVPD def2/J DEFGRID3
* xyz -2 2
C 0.887 0.011 2.476
N 1.054 0.360 1.041
C 0.061 -0.131 0.040
C -0.371 1.017 -0.865
C -1.732 0.651 -1.629
O -2.030 -0.669 -1.682
C 0.619 -1.322 -0.713
H 0.493 0.911 2.945
H 1.896 -0.142 2.874
H 0.155 -0.766 2.659
H 1.991 0.143 0.730
H -0.754 -0.508 0.657
H -0.551 1.888 -0.241
H 0.346 1.029 -1.691
H -2.574 1.227 -1.151
H -1.635 1.089 -2.666
H -0.169 -1.601 -1.377
H 0.871 -2.151 -0.049
H 1.441 -1.037 -1.360
*
```

natural (NBO) atomic charge list, values in e, 4 entries: -1.16 -0.68 -0.05 -0.47

=====

two | # C5H12NO

A structure of composition C5H12NO (ωB97M-V/def2-TZVPD, OMol25).

Computed properties:
HOMO-LUMO gap (alpha / beta), eV: 5.31 / 5.75
<S²>: 0.7556

```
! RIJCOSX wB97M-V def2-TZVPD def2/J DEFGRID3
* xyz -2 2
C 3.612 0.876 -0.122
N 3.436 -0.307 -0.918
C -1.040 0.149 -0.004
C -2.270 -0.623 0.327
C -3.640 0.102 0.201
O -3.591 1.029 -0.823
C 0.243 -0.668 0.180
H 2.902 1.007 0.745
H 3.439 1.779 -0.738
H 4.608 1.118 0.340
H 3.969 -1.051 -0.461
H -0.882 1.163 -0.319
H -1.790 -0.343 -0.845
H -2.353 -1.698 0.459
H -4.481 -0.595 0.008
H -3.815 0.668 1.166
H 1.099 -0.196 -0.299
H 0.222 -1.705 -0.179
H 0.331 -0.706 1.283
*
```

natural (NBO) atomic charge list, values in e, 4 entries: -0.40 -1.14 -0.42 -0.43

=====

Calculated relative energies: one 0.0000; two 0.1111, given in hartree

=====

one | # C6H12Br6

A cluster of 3 separate species, C6H12Br6 in total (ωB97M-V/def2-TZVPD, OMol25).

Computed properties:
HOMO-LUMO gap, eV: 10.38
SMILES: BrCCBr.BrCCBr.BrCCBr

```
! RIJCOSX wB97M-V def2-TZVPD def2/J DEFGRID3
* xyz 0 1
Br 1.741 15.780 13.536
C 1.366 14.929 11.826
C 1.220 13.455 12.048
Br 0.961 12.603 10.324
H 2.208 15.164 11.182
H 0.474 15.401 11.431
H 0.345 13.195 12.634
H 2.117 13.025 12.481
Br -1.387 8.489 10.139
C 0.340 9.023 9.424
C 1.139 7.876 8.874
Br 1.564 6.554 10.208
H 0.847 9.543 10.230
H 0.112 9.746 8.644
H 2.100 8.243 8.519
H 0.635 7.365 8.060
Br 5.407 16.109 17.562
C 3.736 15.468 16.817
C 2.568 15.778 17.702
Br 2.580 14.764 19.360
H 3.874 14.404 16.650
H 3.600 15.952 15.852
H 1.634 15.510 17.213
H 2.549 16.828 17.979
*
```

natural (NBO) atomic charge list, values in e, 4 entries: -0.03 -0.44 -0.44 -0.02

=====

two | # C6H12Br6

A cluster of 3 separate species, C6H12Br6 in total (ωB97M-V/def2-TZVPD, OMol25).

Computed properties:
HOMO-LUMO gap, eV: 10.76
SMILES: BrCCBr.BrCCBr.BrCCBr

```
! RIJCOSX wB97M-V def2-TZVPD def2/J DEFGRID3
* xyz 0 1
Br -1.116 1.241 -0.827
C 0.162 2.419 0.080
C 1.630 1.876 -0.097
Br 2.764 3.185 0.918
H -0.213 2.482 1.102
H -0.029 3.344 -0.464
H 1.990 1.985 -1.120
H 1.788 0.877 0.310
Br -7.435 1.844 0.804
C -8.291 0.254 0.024
C -8.227 0.489 -1.483
Br -9.538 -0.515 -2.567
H -9.297 0.323 0.438
H -7.731 -0.643 0.289
H -7.254 0.157 -1.844
H -8.348 1.537 -1.756
Br 6.660 -2.434 3.021
C 7.448 -3.050 1.350
C 7.328 -2.086 0.189
Br 7.830 -3.173 -1.410
H 7.024 -4.034 1.151
H 8.499 -3.278 1.524
H 7.989 -1.220 0.225
H 6.365 -1.578 0.141
*
```

natural (NBO) atomic charge list, values in e, 4 entries: -0.03 -0.44 -0.41 -0.04

=====

Calculated relative energies: one 0.0000; two 0.0208, given in hartree